Here is a molecular structure, CH2NO4S from the OMol25 dataset. Energies are from ωB97M-V with the def2-TZVPD basis set.

Atoms and positions in Å:
1 C -0.06390 0.37616 0.11918
2 N 1.70377 -0.30707 0.10241
3 O 2.52124 0.36314 0.77044
4 O -2.08270 -0.70813 -1.41192
5 O 1.98997 -1.29476 -0.51853
6 O -2.54442 0.30381 0.75687
7 S -1.77366 -0.73047 0.02960
8 H -0.01757 1.00002 1.04498
9 H 0.26726 0.99730 -0.89303

Properties
HOMO in eV: -4.41
Lowest unoccupied orbital energy in eV: 3.931
2S+1: 1
HOMO-LUMO gap in eV: 8.341
Energy above the lowest of the compared OMol25 structures with the same formula, charge and spin in eV: 5.043
Net charge: -1

natural (NBO) atomic charges, in units of e:
1. C -0.512
2. N 0.498
3. O -0.472
4. O -1.014
5. O -0.400
6. O -1.023
7. S 1.526
8. H 0.194
9. H 0.203



Here is a gas-phase ion, C2NO2 (charge +1) from the OMol25 dataset. Energies are from ωB97M-V with the def2-TZVPD basis set.

Atoms and positions in Å:
1 C 0.52297 0.63424 -0.48133
2 C -0.30982 -0.29748 0.18807
3 N 1.32999 1.32451 -0.91858
4 O -0.79667 -0.64516 1.35099
5 O -1.02686 -1.29606 0.04339

Properties
Expectation value of S²: 2.01
HOMO (spin up / spin down) in eV: -16.21 / -18.68
Lowest unoccupied orbital energy (spin up / spin down) in eV: -7.076 / -13.434
2S+1: 3
HOMO-LUMO gap (spin up / spin down) in eV: 9.137 / 5.249
Energy above the lowest of the compared OMol25 structures with the same formula, charge and spin in eV: 1.613
Net charge: +1

natural (NBO) atomic charges, in units of e:
1. C 0.445
2. C 0.486
3. N 0.107
4. O -0.061
5. O 0.023



Here is a molecular structure, CI6P from the OMol25 dataset. Energies are from ωB97M-V with the def2-TZVPD basis set.

Atoms and positions in Å:
1 C 0.71363 -0.12877 0.47578
2 P -0.21288 -0.35762 -1.10024
3 I 2.01616 1.47194 0.33764
4 I -0.25893 0.42259 4.47651
5 I -1.09794 -0.13764 1.99120
6 I 1.62158 -0.72280 -2.69073
7 I -1.65708 -2.25068 -1.43200
8 I -1.12455 1.70297 -2.05817

Properties
HOMO in eV: -11.96
Lowest unoccupied orbital energy in eV: -6.314
2S+1: 1
HOMO-LUMO gap in eV: 5.648
Energy above the lowest of the compared OMol25 structures with the same formula, charge and spin in eV: 1.026
Net charge: +1

natural (NBO) atomic charges, in units of e:
1. C -0.950
2. P 0.451
3. I 0.372
4. I 0.189
5. I 0.533
6. I 0.139
7. I 0.203
8. I 0.063



Here is 2 unconnected molecules or ions with the total composition C9H20N2Si from the OMol25 dataset. Energies are from ωB97M-V with the def2-TZVPD basis set.

Atoms and positions in Å:
1 C 3.52552 -0.07424 -1.86044
2 C 1.92454 -2.16245 -0.30289
3 C 3.21988 -0.15336 -0.52063
4 C 2.04930 -0.86838 -0.23106
5 C -0.71503 2.74166 1.14800
6 C -0.04476 2.18108 -1.06481
7 C -2.40707 -0.46206 -1.17321
8 C -2.11410 -2.20579 0.45560
9 C -0.28706 -0.32961 2.38561
10 N -0.51675 1.67547 0.19939
11 N -1.76070 -0.84784 0.05536
12 Si -0.39324 0.05306 0.61345
13 H 4.39500 0.38382 -2.19419
14 H 2.93281 -0.65321 -2.59466
15 H 0.91116 -2.64521 -0.19998
16 H 2.54221 -3.07793 -0.70132
17 H 3.78362 0.37810 0.19734
18 H -1.13658 2.54898 2.17886
19 H 0.15575 3.43544 1.26967
20 H -1.49931 3.41170 0.89798
21 H 0.56445 3.09948 -0.84544
22 H 0.65115 1.50381 -1.71346
23 H -0.81124 2.41951 -1.78797
24 H -3.48892 -0.33239 -1.06115
25 H -1.97143 0.35347 -1.61743
26 H -2.28086 -1.34394 -1.80645
27 H -3.20379 -2.35222 0.31807
28 H -1.64510 -2.96707 -0.13152
29 H -1.87120 -2.42248 1.52421
30 H 0.52582 0.13179 3.02172
31 H -1.18115 -0.07134 2.93941
32 H 0.14709 -1.34786 2.60195

Properties
HOMO (spin up / spin down) in eV: -7.21 / -7.21
Lowest unoccupied orbital energy (spin up / spin down) in eV: 0.754 / 0.754
2S+1: 1
HOMO-LUMO gap (spin up / spin down) in eV: 7.967 / 7.967
Energy above the lowest of the compared OMol25 structures with the same formula, charge and spin in eV: 1.421
Net charge: 0

natural (NBO) atomic charges, in units of e:
1. C -0.412
2. C -0.493
3. C -0.261
4. C -0.237
5. C -0.412
6. C -0.415
7. C -0.387
8. C -0.405
9. C -1.257
10. N -0.941
11. N -0.887
12. Si 2.024
13. H 0.184
14. H 0.193
15. H 0.164
16. H 0.187
17. H 0.210
18. H 0.216
19. H 0.185
20. H 0.191
21. H 0.197
22. H 0.227
23. H 0.183
24. H 0.185
25. H 0.201
26. H 0.178
27. H 0.192
28. H 0.185
29. H 0.212
30. H 0.268
31. H 0.247
32. H 0.278



Here is a molecular structure, C15H22BBr16Cl2NO4 from the OMol25 dataset. Energies are from ωB97M-V with the def2-TZVPD basis set.

Atoms and positions in Å:
1 C -3.41236 -3.17790 -0.24379
2 C -1.96112 -3.10114 -0.76103
3 C -0.90938 -2.74543 0.31478
4 N -0.14301 -1.51608 -0.00351
5 C 1.31671 -1.59012 0.05207
6 B 1.93955 -1.99561 1.47426
7 O 1.23379 -2.87006 2.25600
8 O 3.21024 -1.59775 1.87468
9 C 1.93767 -2.66591 -0.91824
10 Cl 0.91816 -3.23582 -2.23402
11 O 3.10680 -2.07472 -1.46935
12 C 3.26622 -0.80140 -1.03944
13 O 4.31689 -0.23677 -1.06882
14 C 1.90714 -0.27466 -0.53517
15 Cl 1.12487 0.18434 -2.06324
16 C 2.24355 0.91527 0.35996
17 C 1.17779 1.58205 1.23717
18 C 0.93323 0.85066 2.55034
19 Br -0.52630 1.94566 0.37797
20 H -4.05375 -2.52304 -0.83197
21 H -3.79955 -4.18340 -0.40345
22 H -3.51023 -2.95610 0.81643
23 H -1.70096 -4.07138 -1.17722
24 H -1.87310 -2.35131 -1.54261
25 H -1.45427 -2.56926 1.24203
26 H -0.24763 -3.59420 0.46433
27 H -0.45307 -0.80320 0.64077
28 H 1.45676 -2.73234 3.18535
29 H 3.20108 -0.87035 2.50407
30 H 2.30391 -3.52047 -0.35305
31 H 3.05408 0.64235 1.02835
32 H 2.66063 1.67056 -0.30533
33 H 1.56495 2.56383 1.50167
34 H 1.88113 0.71865 3.07628
35 H 0.30086 1.46592 3.18804
36 H 0.43103 -0.10875 2.42118
37 C -2.32851 4.42172 -2.28725
38 Br -2.99287 2.62016 -2.23774
39 Br -2.70722 5.37718 -0.66253
40 Br -0.45702 4.47179 -2.72507
41 H -2.84495 4.93597 -3.08499
42 C -2.82037 8.38972 -4.84676
43 Br -3.57357 6.61745 -4.86804
44 Br -3.18226 9.28174 -3.18498
45 Br -0.94176 8.35442 -5.24251
46 H -3.30813 8.94962 -5.63021
47 C -1.06450 0.39108 -5.30109
48 Br -2.28350 1.70415 -6.00352
49 Br -1.80529 -0.56358 -3.80676
50 Br -0.46314 -0.81435 -6.67238
51 H -0.19617 0.92395 -4.94074
52 C -1.01264 -5.91936 2.79800
53 Br -0.95376 -7.49643 3.89614
54 Br -2.15389 -6.16795 1.26955
55 Br -1.53918 -4.37964 3.82541
56 H -0.01146 -5.74288 2.43290
57 C 3.13309 2.12959 6.37627
58 Br 1.76754 3.29978 5.69815
59 Br 2.51797 1.11034 7.88126
60 Br 3.82686 0.98647 4.98895
61 H 3.95243 2.74693 6.71245

Properties
HOMO in eV: -8.95
Lowest unoccupied orbital energy in eV: -0.572
2S+1: 1
HOMO-LUMO gap in eV: 8.374
Net charge: 0

natural (NBO) atomic charges, in units of e:
1. C -0.618
2. C -0.410
3. C -0.223
4. N -0.633
5. C -0.311
6. B 1.191
7. O -0.900
8. O -0.939
9. C 0.095
10. Cl 0.004
11. O -0.491
12. C 0.799
13. O -0.541
14. C -0.091
15. Cl 0.012
16. C -0.454
17. C -0.237
18. C -0.642
19. Br 0.007
20. H 0.210
21. H 0.204
22. H 0.202
23. H 0.206
24. H 0.215
25. H 0.190
26. H 0.190
27. H 0.374
28. H 0.502
29. H 0.504
30. H 0.203
31. H 0.236
32. H 0.252
33. H 0.226
34. H 0.200
35. H 0.239
36. H 0.201
37. C -0.506
38. Br 0.098
39. Br 0.086
40. Br 0.087
41. H 0.226
42. C -0.500
43. Br 0.083
44. Br 0.101
45. Br 0.103
46. H 0.227
47. C -0.501
48. Br 0.085
49. Br 0.102
50. Br 0.092
51. H 0.225
52. C -0.500
53. Br 0.096
54. Br 0.100
55. Br 0.085
56. H 0.228
57. C -0.498
58. Br 0.101
59. Br 0.108
60. Br 0.072
61. H 0.230



Here is C27H39NO5 in the gas phase from the OMol25 dataset. Energies are from ωB97M-V with the def2-TZVPD basis set.

Atoms and positions in Å:
1 C -2.01248 3.74271 2.46728
2 C -1.57594 4.25891 1.33058
3 C -2.15000 5.52505 0.76172
4 C -1.05072 6.58138 0.63661
5 C 0.11322 6.03806 -0.18483
6 C 0.68809 4.73857 0.40459
7 C 1.31024 5.01592 1.77632
8 C 1.75895 4.21001 -0.56211
9 C 2.19545 2.76815 -0.33042
10 O 3.11744 2.65734 0.76191
11 C 3.01063 1.45857 1.34248
12 O 3.68289 1.11211 2.27059
13 C 1.93208 0.64504 0.62991
14 C 1.27600 -0.37493 1.55814
15 N 0.46621 -1.34070 0.82937
16 C 1.26801 -2.39466 0.21589
17 C 0.46840 -3.12730 -0.82767
18 C -0.09669 -2.43440 -1.88137
19 C -0.85909 -3.09369 -2.83434
20 C -1.06297 -4.46011 -2.75193
21 O -1.79029 -5.20316 -3.63097
22 C -2.40562 -4.54524 -4.70939
23 C -0.48250 -5.17877 -1.68273
24 O -0.72647 -6.51832 -1.67674
25 C -0.17272 -7.29468 -0.64508
26 C 0.26715 -4.50225 -0.73680
27 C -0.61725 -1.89443 1.63033
28 C -1.80241 -0.91577 1.67148
29 C -3.07928 -1.62251 2.11541
30 O -1.99339 -0.35014 0.39473
31 C 1.08317 1.75953 0.00106
32 C 0.06407 2.34787 0.97557
33 C -0.45362 3.70035 0.49296
34 H -1.60936 2.84660 2.90293
35 H -2.81794 4.20480 3.01380
36 H -2.95766 5.89567 1.39421
37 H -2.56231 5.32040 -0.23059
38 H -0.70584 6.86463 1.63166
39 H -1.45126 7.47664 0.15613
40 H 0.90393 6.78897 -0.24852
41 H -0.23882 5.84313 -1.20181
42 H 0.54123 5.10283 2.53966
43 H 1.87658 5.94456 1.74594
44 H 1.99504 4.22538 2.06497
45 H 2.64590 4.84346 -0.50609
46 H 1.37249 4.26228 -1.58296
47 H 2.73853 2.43017 -1.22851
48 H 2.45142 0.10832 -0.17518
49 H 0.63743 0.14455 2.27141
50 H 2.07855 -0.86691 2.13193
51 H 1.64834 -3.10065 0.97270
52 H 2.13311 -1.92890 -0.26325
53 H 0.05489 -1.36928 -1.96589
54 H -1.29097 -2.52446 -3.64142
55 H -3.12486 -3.79374 -4.36682
56 H -1.66904 -4.06970 -5.36604
57 H -2.93227 -5.32057 -5.26351
58 H -0.48680 -8.31743 -0.84714
59 H 0.92158 -7.24658 -0.64533
60 H -0.54895 -6.98993 0.33758
61 H 0.71074 -5.03742 0.08866
62 H -0.95486 -2.80747 1.13428
63 H -0.29901 -2.14970 2.65220
64 H -1.58786 -0.10445 2.38882
65 H -2.94917 -2.04951 3.10619
66 H -3.32650 -2.41270 1.41098
67 H -3.89943 -0.91073 2.13693
68 H -1.17064 -0.51400 -0.09323
69 H 0.57766 1.43407 -0.90991
70 H -0.78026 1.66455 1.05295
71 H 0.52118 2.46394 1.95898
72 H -0.84642 3.56324 -0.52390

Properties
HOMO in eV: -8.10
Lowest unoccupied orbital energy in eV: 0.595
SMILES: C=C1CCC[C@]2(C)C[C@H]3OC(=O)[C@@H](CN(Cc4ccc(OC)c(OC)c4)C[C@H](C)O)[C@H]3C[C@@H]12
2S+1: 1
HOMO-LUMO gap in eV: 8.694
Energy above the lowest of the compared OMol25 structures with the same formula, charge and spin in eV: 0.000
Net charge: 0

natural (NBO) atomic charges, in units of e:
1. C -0.419
2. C 0.070
3. C -0.439
4. C -0.392
5. C -0.386
6. C -0.018
7. C -0.642
8. C -0.413
9. C 0.102
10. O -0.498
11. C 0.798
12. O -0.571
13. C -0.327
14. C -0.224
15. N -0.466
16. C -0.231
17. C -0.043
18. C -0.217
19. C -0.275
20. C 0.245
21. O -0.483
22. C -0.251
23. C 0.338
24. O -0.494
25. C -0.252
26. C -0.313
27. C -0.250
28. C 0.096
29. C -0.617
30. O -0.740
31. C -0.222
32. C -0.432
33. C -0.269
34. H 0.195
35. H 0.197
36. H 0.213
37. H 0.203
38. H 0.202
39. H 0.210
40. H 0.208
41. H 0.194
42. H 0.221
43. H 0.212
44. H 0.228
45. H 0.226
46. H 0.213
47. H 0.183
48. H 0.230
49. H 0.212
50. H 0.205
51. H 0.177
52. H 0.207
53. H 0.208
54. H 0.220
55. H 0.176
56. H 0.174
57. H 0.201
58. H 0.202
59. H 0.175
60. H 0.174
61. H 0.217
62. H 0.214
63. H 0.183
64. H 0.145
65. H 0.205
66. H 0.210
67. H 0.220
68. H 0.488
69. H 0.219
70. H 0.250
71. H 0.205
72. H 0.208



Here is a molecular structure, C3H7NS from the OMol25 dataset. Energies are from ωB97M-V with the def2-TZVPD basis set.

Atoms and positions in Å:
1 C 0.29226 1.34631 0.00959
2 C -1.28581 -0.75240 -0.01956
3 C 1.08050 -0.88544 -0.02012
4 H -0.62335 2.19942 -0.58783
5 H 0.20330 1.83704 1.12780
6 H 1.40385 1.43443 -0.60729
7 H -2.01460 -0.54250 0.79513
8 H -1.57237 -0.56035 -0.99401
9 H -1.13642 -1.83900 -0.01370
10 H 0.92586 -1.88412 0.13554
11 N -0.01388 -0.10775 0.14934
12 S 2.74067 -0.24564 0.02512

Properties
HOMO in eV: -8.09
Lowest unoccupied orbital energy in eV: 0.424
2S+1: 1
HOMO-LUMO gap in eV: 8.513
Energy above the lowest of the compared OMol25 structures with the same formula, charge and spin in eV: 2.832
Net charge: 0

natural (NBO) atomic charges, in units of e:
1. C -0.486
2. C -0.399
3. C 0.022
4. H 0.201
5. H 0.227
6. H 0.288
7. H 0.214
8. H 0.206
9. H 0.209
10. H 0.183
11. N -0.408
12. S -0.259



Here is 2 unconnected molecules or ions with the total composition C3H10NO3 from the OMol25 dataset. Energies are from ωB97M-V with the def2-TZVPD basis set.

Atoms and positions in Å:
1 O 1.96234 0.82502 -0.14734
2 C 0.91292 1.26293 -0.51468
3 C -0.33992 0.39633 -0.62222
4 C -1.68670 1.07269 -0.57842
5 O -2.62558 0.03129 -0.33353
6 N -0.24952 -0.62950 0.45928
7 H 0.82642 2.29131 -0.90921
8 H -0.21322 -0.14065 -1.55866
9 H -1.85104 1.49163 -1.57432
10 H -1.79305 1.93683 0.08302
11 H -3.46624 0.38050 -0.54075
12 H -0.47764 -0.26941 1.38378
13 H -0.76232 -1.49393 0.34165
14 H 0.72941 -0.99061 0.59760
15 H 2.33647 -2.65272 0.61504
16 H 2.46781 -1.98313 2.03320
17 O 1.85817 -2.19675 1.31742

Properties
HOMO in eV: -14.78
Lowest unoccupied orbital energy in eV: -3.644
2S+1: 1
HOMO-LUMO gap in eV: 11.134
Energy above the lowest of the compared OMol25 structures with the same formula, charge and spin in eV: 1.711
Net charge: +1

natural (NBO) atomic charges, in units of e:
1. O -0.468
2. C 0.423
3. C -0.174
4. C -0.095
5. O -0.718
6. N -0.696
7. H 0.154
8. H 0.254
9. H 0.205
10. H 0.197
11. H 0.496
12. H 0.437
13. H 0.454
14. H 0.487
15. H 0.503
16. H 0.509
17. O -0.971



Question: Which formula does entry 1 have?
Answer: CH2NO4S